Entry from the Open Molecules 2025 dataset: a cluster of 2 separate species, C8H22BrNO4P in total (ωB97M-V/def2-TZVPD).

Structure (ORCA input):
```
! wB97M-V def2-TZVPD RIJCOSX def2/J DEFGRID3
* xyz 1 1
C 0.73 -2.78 -1.36
C -0.04 -1.31 -1.17
C -1.38 -1.41 -2.16
C -2.50 -2.28 -1.29
C -3.48 -1.15 -0.58
N -3.24 -3.30 -2.14
Br -4.72 -4.09 -1.32
H -0.04 -3.61 -1.74
H 1.64 -2.67 -2.10
H 1.07 -3.12 -0.29
H -0.48 -1.19 -0.07
H 0.66 -0.41 -1.45
H -1.79 -0.31 -2.30
H -1.11 -1.88 -3.19
H -1.91 -2.82 -0.41
H -4.20 -1.63 0.21
H -4.02 -0.44 -1.35
H -2.74 -0.45 0.05
H -3.50 -2.92 -3.08
H -2.54 -4.08 -2.33
C 1.57 4.44 0.44
O 2.38 3.49 1.11
P 1.78 2.00 1.26
O 1.41 1.34 -0.03
O 0.56 2.18 2.30
C 0.77 2.94 3.47
O 2.90 1.23 2.13
C 3.75 0.35 1.44
H 1.78 5.43 0.85
H 1.81 4.43 -0.62
H 0.51 4.23 0.58
H 0.36 3.95 3.31
H 1.83 3.02 3.73
H 0.24 2.47 4.29
H 4.57 0.05 2.11
H 4.18 0.84 0.56
H 3.20 -0.54 1.14
*
```

Output
- HOMO-LUMO gap: 8.06 eV
- Total energy: -3588.8157 hartree